(1)
Molecular formula: C4H8O3
Method: DFT, wB97M-V/def2-TZVPD

Positions of all 15 atoms, in Å:
O1 -1.39854 1.62410 0.08982
C1 -1.63484 0.33414 -0.44280
C2 -0.84831 -0.64327 0.41492
C3 0.63913 -0.46387 0.17918
O2 1.10182 -0.55600 -0.94239
C4 1.59117 -0.14082 1.31806
O3 2.90910 -0.39261 0.93832
H1 -1.76069 2.27655 -0.52100
H2 -1.27598 0.25105 -1.47768
H3 -2.70461 0.08103 -0.42448
H4 -1.09240 -1.66808 0.11010
H5 -1.12530 -0.52684 1.46856
H6 1.43506 0.92592 1.55179
H7 1.34070 -0.71322 2.22127
H8 2.88676 -0.42072 -0.03337

Calculated values
total charge	0
energy above the lowest of the compared OMol25 structures with the same formula, charge and spin	30.6	kcal/mol
SMILES string	O=C(CO)CCO
LUMO energy	0.73	eV


(2)
Molecular formula: C5H8O
Method: DFT, wB97M-V/def2-TZVPD

Positions of all 14 atoms, in Å:
C1 1.08704 -1.32509 -1.84184
O1 1.51302 -0.50956 -0.75094
C2 0.56843 -0.03702 0.03634
C3 -1.09062 1.85478 0.69866
C4 -1.18127 0.84730 1.61493
C5 -0.89093 -0.26217 2.10719
H1 0.61694 -2.24196 -1.46969
H2 0.38498 -0.77364 -2.47639
H3 1.98568 -1.57162 -2.40761
H4 0.94318 0.54245 0.85539
H5 -0.45447 -0.28979 -0.17622
H6 -0.54591 2.76147 0.95597
H7 -1.87883 1.97523 -0.04254
H8 -1.05724 -0.97038 2.89676

Calculated values
total charge	0
energy above the lowest of the compared OMol25 structures with the same formula, charge and spin	134.6	kcal/mol
LUMO energy (alpha / beta)	0.54 / 0.53	eV


(3)
Molecular formula: C7H11NO2
Method: DFT, wB97M-V/def2-TZVPD

Positions of all 21 atoms, in Å:
C1 0.95507 -1.54563 -0.42181
C2 0.85757 -0.20957 -1.04868
C3 -0.56218 0.88308 0.62312
C4 1.74809 -0.65431 0.07401
C5 2.79462 -0.11311 0.91180
C6 -2.48575 1.76342 -0.29629
C7 -2.27172 -1.62394 0.44823
N1 -1.65826 1.43088 0.95550
O1 -0.22680 0.66100 -0.70306
O2 -1.47246 -2.07145 1.20988
H1 0.36263 -2.40352 -0.29632
H2 1.15518 0.12970 -2.01320
H3 3.46014 0.63001 0.29922
H4 3.39606 -0.92584 1.27647
H5 2.24884 0.28787 1.81474
H6 -2.09399 2.48045 -0.91475
H7 -2.67326 0.83366 -0.85036
H8 -3.41830 2.11696 0.02335
H9 -2.89818 -0.62720 0.45438
H10 0.09967 0.49307 1.41492
H11 -2.63345 -2.12952 -0.52438

Calculated values
total charge	0
energy above the lowest of the compared OMol25 structures with the same formula, charge and spin	135.4	kcal/mol
SMILES string	C/N=C\O[C@@H]1C=C1C.C=O
LUMO energy	0.81	eV


(4)
Molecular formula: C5H10O
Method: DFT, wB97M-V/def2-TZVPD

Positions of all 16 atoms, in Å:
C1 1.51169 0.61899 -0.25575
C2 0.46849 1.32946 0.13005
C3 -0.89364 0.97814 -0.33590
C4 -2.02582 1.14500 0.34937
C5 -3.26556 1.59756 -0.39581
H1 2.54732 0.80652 -0.00047
H2 1.43397 -0.18816 -0.97405
H3 0.59393 2.14383 0.83437
H4 -0.90754 0.76624 -1.40040
H5 -2.03706 1.26864 1.42581
H6 -3.17908 2.64771 -0.64946
H7 -4.15060 1.51918 0.24155
H8 -3.48003 1.04151 -1.30788
H9 5.13646 -5.37907 0.45684
H10 3.89220 -5.45340 1.23920
O1 4.35526 -4.84215 0.64253

Calculated values
total charge	0
energy above the lowest of the compared OMol25 structures with the same formula, charge and spin	46.1	kcal/mol
SMILES string	C=C/C=C/C.O
LUMO energy	1.02	eV


(5)
Molecular formula: C5H18NO5
Method: DFT, wB97M-V/def2-TZVPD

Positions of all 29 atoms, in Å:
O1 1.32916 -0.83830 -1.51830
C1 0.47242 -0.00379 -1.44615
O2 0.46249 1.18724 -2.10298
C2 -0.77687 -0.14571 -0.57906
C3 -0.90791 0.89483 0.63047
C4 -1.22950 2.17436 -0.00246
C5 0.41772 0.81217 1.32872
N1 -1.19655 -1.56131 -0.14000
H1 1.36147 1.54536 -2.27464
H2 -1.55102 0.30491 -1.40399
H3 -1.57781 0.46712 1.52537
H4 -2.26295 2.34485 -0.26909
H5 -0.65776 2.43753 -0.99305
H6 -0.80035 3.01913 0.49551
H7 1.22042 1.15298 0.68293
H8 0.76538 -0.01089 1.87388
H9 0.36759 1.52920 2.19825
H10 -1.94303 -1.96439 -0.74688
H11 -1.24683 -1.91826 0.81038
H12 -0.38966 -2.29328 -0.57803
H13 -0.48585 -3.02252 2.66357
H14 -1.74650 -2.14191 2.90353
O3 -1.38600 -2.83254 2.35027
H15 1.16667 4.41176 0.38919
H16 1.57201 3.52341 1.65294
O4 1.53161 3.50919 0.61332
H17 1.32564 -3.78028 -0.22736
H18 1.44617 -2.30136 -0.88501
O5 1.05739 -2.87125 -0.14564

Calculated values
total charge	+2
energy above the lowest of the compared OMol25 structures with the same formula, charge and spin	44.3	kcal/mol
⟨S²⟩	0.756
LUMO energy (alpha / beta)	-6.68 / -14.06	eV
spin multiplicity	2


(6)
Molecular formula: C25H29Cl2CoN3O2S
Method: DFT, wB97M-V/def2-TZVPD

Positions of all 63 atoms, in Å:
Co1 -0.06129 0.34093 -0.11164
C1 2.55365 -1.34644 -0.86341
C2 3.00137 -0.25181 0.11925
N1 1.91552 0.15149 1.00373
C3 1.80027 -0.56792 2.26155
C4 1.11712 -1.92793 2.13182
S1 -0.43043 -1.87115 1.13855
C5 -0.01580 -2.97861 -0.26524
C6 0.39313 -2.26909 -1.55997
N2 1.19161 -1.07681 -1.31376
H1 2.57583 -2.31911 -0.37058
H2 3.26776 -1.38718 -1.69574
H3 3.28446 0.62628 -0.46395
H4 3.87872 -0.59697 0.68739
H5 2.02000 1.14875 1.21217
H6 1.20449 0.05208 2.93556
H7 2.78877 -0.72736 2.72307
H8 0.83230 -2.28427 3.12239
H9 1.77586 -2.66317 1.67882
H10 -0.92093 -3.55767 -0.44478
H11 0.76281 -3.65210 0.09279
H12 -0.49684 -1.94501 -2.09857
H13 0.92394 -2.99723 -2.19467
H14 1.18233 -0.51480 -2.16251
C7 1.29992 2.85464 -0.94938
C8 1.94573 3.15817 0.24927
C9 1.06052 2.91394 1.30132
C10 -0.15610 2.42402 0.76321
C11 -0.00984 2.41201 -0.65669
H15 1.71074 2.96677 -1.93767
H16 2.95474 3.51965 0.34676
H17 1.26074 3.09164 2.34440
H18 -1.09109 2.41134 1.30314
H19 -0.81742 2.44133 -1.37539
Cl1 -0.80823 -1.90227 -5.75923
C12 -0.91858 -0.60425 -6.89548
C13 -0.13792 -0.64354 -8.03589
C14 -0.14840 0.41875 -8.92515
C15 -0.92896 1.53147 -8.66018
C16 -1.71215 1.55675 -7.52612
Cl2 -2.69430 2.95111 -7.19826
C17 -1.75724 0.48741 -6.61643
N3 -2.53642 0.56890 -5.49461
C18 -3.35675 -0.43823 -5.00245
C19 -3.80992 -1.44576 -5.85358
C20 -4.65250 -2.43495 -5.38979
C21 -5.06314 -2.42411 -4.06798
C22 -4.63222 -1.41573 -3.22540
C23 -3.78594 -0.40874 -3.66944
C24 -3.31637 0.63317 -2.70519
C25 -1.92574 0.25181 -2.14545
O1 -0.94165 0.22451 -2.88189
O2 -1.89575 -0.00061 -0.90628
H20 0.49406 -1.49995 -8.20922
H21 0.46350 0.38753 -9.81185
H22 -0.93788 2.37434 -9.33353
H23 -2.72207 1.50539 -5.16412
H24 -3.50092 -1.43526 -6.88956
H25 -4.99667 -3.20452 -6.06569
H26 -5.72139 -3.19370 -3.69408
H27 -4.94857 -1.40305 -2.19307
H28 -4.00544 0.71518 -1.86381
H29 -3.19964 1.61419 -3.17349

Calculated values
total charge	0
⟨S²⟩	3.763
LUMO energy (alpha / beta)	0.39 / 0.38	eV
spin multiplicity	4


no.,energy (eV)
1,-10419.679
2,-7356.418
3,-13017.408
4,-7392.764
5,-17182.634
6,-108468.930